23
Properties=species:S:1:pos:R:3:forces:R:3:mulliken_charge:R:1 method="wB97M-V/def2-TZVPD" homo_lumo_gap_ev=8.171 de_lowest_ev=2.525 lumo_energy_ha=0.011 multiplicity=1 e_tot_ha=-914.77900 homo_energy_ev=-7.86 smiles="C/C=C(/C)C(=O)N1CCOC1=S"
C -1.6135 -1.7080 2.1675 -2.09 1.28 0.65 -1.114
C -0.6719 -2.0363 1.1215 1.62 -2.07 0.05 -0.256
C 0.1799 -1.2255 0.5193 -0.10 -1.49 -0.10 0.871
C 1.0756 -1.7067 -0.5695 3.91 -1.11 0.77 -1.274
C 0.3656 0.1691 0.9041 0.49 1.17 0.53 0.128
O 0.7132 0.5436 2.0034 -0.16 0.18 -0.70 -0.581
N 0.2240 1.0584 -0.1881 -0.60 -1.65 -0.50 0.216
C 0.7293 2.3740 -0.4198 1.43 0.14 0.16 -0.641
C 0.3555 2.5796 -1.9317 1.10 3.49 0.33 -0.282
O -0.5982 1.6221 -2.1723 0.00 -1.10 -0.40 -0.360
C -0.5953 0.6800 -1.2032 -1.57 0.42 -0.95 0.326
S -1.6674 -0.5162 -1.3638 -0.86 -0.18 -0.70 -0.324
H -1.6830 -0.5890 2.2443 -0.59 -0.92 -0.26 0.269
H -1.2260 -1.9341 3.1585 -0.14 -0.68 0.11 0.316
H -2.6467 -2.2147 1.9772 1.78 1.06 0.54 0.283
H -0.5624 -3.1256 0.8819 -0.37 1.03 -0.14 0.309
H 1.2360 -1.0362 -1.3951 -0.32 0.51 -0.25 0.330
H 0.8565 -2.7075 -1.0669 0.16 1.17 1.25 0.320
H 2.2230 -1.6888 -0.0551 -2.78 -0.60 -1.44 0.247
H 1.7974 2.3833 -0.1307 -0.19 0.06 -0.88 0.374
H 0.3203 2.9852 0.3224 -1.16 1.60 0.68 0.325
H -0.1243 3.5904 -2.3188 1.10 -1.75 1.48 0.276
H 1.3125 2.5029 -2.4851 -0.67 -0.57 -0.23 0.242

23
Properties=species:S:1:pos:R:3:forces:R:3:mulliken_charge:R:1 method="wB97M-V/def2-TZVPD" charge=-1 homo_lumo_gap_ev="6.354 / 6.467" de_lowest_ev=2.016 lumo_energy_ha="0.105 / 0.104" s2=8.78 multiplicity=6 e_tot_ha=-1174.45221 homo_energy_ev="-3.51 / -3.63"
C -0.8447 1.0375 -1.8965 -0.11 1.35 -1.12 -0.550
C 0.5407 0.8334 -2.1483 0.22 1.30 -1.29 -0.488
C 1.2843 1.6259 -1.2270 -0.14 1.30 -1.28 -0.462
C 0.3556 2.3182 -0.4011 -0.01 1.41 -1.19 -0.491
C -0.9607 1.9521 -0.8096 -0.31 1.69 -1.28 -0.401
Sm -0.0012 -0.0025 0.0804 8.25 0.33 1.14 0.685
N -1.4354 -0.6791 0.7526 -10.99 -5.27 0.37 -0.420
C -0.0171 -2.4953 -0.0461 0.25 -1.23 -0.44 -0.373
C 0.9798 -1.9757 -0.8381 0.02 -2.04 -0.16 -0.568
H 2.3727 1.6795 -1.1595 -0.39 -0.10 0.04 0.342
H 0.9644 0.1987 -2.9285 -0.15 0.22 0.33 0.584
H 0.6037 2.9895 0.4222 -0.09 -0.30 -0.23 0.378
H -1.8919 2.3018 -0.3624 0.37 -0.19 -0.15 0.347
H -1.6743 0.5603 -2.4210 0.32 0.16 0.26 0.332
H 0.8676 -1.9414 -1.9257 0.10 0.07 0.43 0.276
H -0.9409 -2.8879 -0.4802 0.45 0.10 0.21 0.180
H -2.3528 -1.0845 0.9742 -0.03 -0.01 0.49 0.004
H 1.9709 -1.7664 -0.4208 -0.27 -0.08 -0.20 0.253
H 0.1567 -2.7117 1.0110 -0.14 0.13 -0.33 0.204
O -0.0016 -1.0410 4.1686 0.21 3.48 -1.44 -0.703
C 0.0158 0.0615 3.4662 -0.14 -5.47 -0.02 -0.115
O 0.0094 0.0387 2.1881 2.67 2.10 5.59 -0.355
H -0.0004 0.9894 4.0023 -0.12 1.05 0.30 0.344

22
Properties=species:S:1:pos:R:3:forces:R:3:mulliken_charge:R:1 method="wB97M-V/def2-TZVPD" charge=-1 homo_lumo_gap_ev=7.257 de_lowest_ev=3.248 lumo_energy_ha=0.131 multiplicity=1 e_tot_ha=-860.00543 homo_energy_ev=-3.71
C -2.6057 -1.9780 -0.7002 1.58 0.88 1.22 -0.528
C -2.8673 -0.8958 -0.0814 0.71 0.96 1.15 -0.257
C 0.2460 1.6491 0.0053 0.22 -1.63 0.23 -0.669
C 0.6646 0.6522 1.0866 0.13 0.23 0.19 -0.594
C -0.5546 0.7817 -0.9548 -1.74 0.19 0.02 -0.410
C 0.9935 -0.6343 0.3565 -0.77 -0.97 -0.01 -1.136
C -1.3749 -1.5410 0.0304 -1.48 2.92 -1.37 -0.665
C -0.2270 -0.6840 -0.6592 0.43 -2.08 2.00 0.341
O -5.2464 -0.2785 0.7281 -1.72 -0.95 0.41 -0.597
O -4.2039 1.3741 -0.7527 0.17 -0.34 0.38 -0.629
S -4.0888 0.5487 0.4827 1.73 0.72 -0.83 0.517
H -2.7910 -2.5943 -1.4696 -1.02 -2.21 -2.39 0.445
H -0.2674 2.5440 0.2896 -0.32 0.38 0.56 0.359
H 1.1108 1.9143 -0.5463 1.23 0.70 -0.31 0.311
H 1.4246 1.0742 1.7391 0.01 -0.25 0.38 0.422
H -0.2334 0.3378 1.5832 -0.49 0.46 1.12 0.253
H -1.6734 1.0108 -0.8123 1.60 -0.51 -0.75 -0.089
H -0.1676 1.0804 -1.9156 -0.70 -0.15 -0.84 0.327
H 1.9101 -0.6349 -0.1700 1.20 0.67 -0.96 0.410
H 1.1586 -1.5951 0.9574 -0.95 1.35 -0.27 0.325
H -1.1375 -1.9201 0.9836 0.41 -0.74 1.02 0.423
H 0.1557 -1.3173 -1.4501 -0.24 0.37 -0.95 0.443

20
Properties=species:S:1:pos:R:3:forces:R:3:mulliken_charge:R:1 method="wB97M-V/def2-TZVPD" charge=-1 homo_lumo_gap_ev="4.702 / 6.362" de_lowest_ev=0.401 lumo_energy_ha="0.151 / 0.150" s2=0.79 multiplicity=2 e_tot_ha=-311.94163 homo_energy_ev="-0.58 / -2.29"
C -0.7093 1.9766 -1.6876 1.13 -0.23 -0.36 -1.347
C 0.2172 1.2267 -0.7384 0.14 0.58 1.14 0.698
C 1.4569 1.8104 -0.4405 -0.58 0.13 -0.82 -1.251
C 0.6392 -0.7895 0.5767 -0.50 -0.26 0.62 -0.715
C -0.2601 0.1065 -0.0232 0.14 -0.48 -0.88 0.603
C -1.6964 -0.3037 -0.1932 -1.11 0.76 0.33 -1.359
C 1.2195 -2.7178 1.9962 -0.20 -0.69 0.30 -1.143
C 0.3040 -1.9336 1.3514 0.74 0.37 -0.59 -0.081
H -0.9221 1.3880 -2.5846 -0.57 -0.02 0.04 0.243
H -1.6029 2.3042 -1.1573 -0.19 -0.12 -0.23 0.302
H -0.1838 2.8742 -2.0243 -0.10 0.01 0.02 0.398
H 1.8499 1.8659 0.5631 0.39 -0.53 -0.05 0.335
H 1.9326 2.3625 -1.2483 0.04 0.47 0.38 0.285
H 1.6997 -0.6152 0.4449 0.05 0.24 0.03 0.404
H -2.3615 0.5726 -0.2802 0.27 -0.06 0.00 0.288
H -2.1217 -0.8222 0.6746 0.31 -0.26 -0.16 0.424
H -1.9273 -0.8749 -1.1018 0.30 -0.27 0.11 0.219
H 2.2908 -2.5476 2.0186 -0.08 0.32 -0.18 0.311
H 0.9088 -3.6331 2.4873 -0.10 -0.01 0.06 0.264
H -0.7336 -2.2498 1.3666 -0.09 0.03 0.23 0.125

20
Properties=species:S:1:pos:R:3:forces:R:3:mulliken_charge:R:1 method="wB97M-V/def2-TZVPD" homo_lumo_gap_ev=9.502 de_lowest_ev=7.076 lumo_energy_ha=0.034 multiplicity=1 e_tot_ha=-311.72636 homo_energy_ev=-8.58
C -2.2563 -0.3706 -0.3736 -2.07 -1.62 -1.56 -0.941
C -1.0769 -0.3703 0.6117 0.21 0.76 0.93 0.219
C 0.1031 -1.3486 0.1207 -0.53 -0.58 -2.85 -0.523
C 1.3242 -0.4099 -0.1525 -0.24 -1.75 0.89 0.033
C 2.5453 -0.7584 0.0189 4.37 -1.96 0.34 -0.878
C 0.7305 0.8046 -0.5218 -2.12 3.25 -2.80 -0.197
C 0.3486 2.1728 0.0413 -0.53 0.17 -0.28 -0.588
C -0.1297 0.9235 0.6891 -2.37 -0.27 0.18 -0.104
H -2.0361 0.6079 -1.2485 -1.30 -3.34 2.52 0.190
H -3.5688 -0.4207 0.2832 4.28 0.70 -2.27 0.251
H -2.2044 -1.6305 -0.9270 -0.47 4.35 1.30 0.210
H -1.4968 -0.5601 1.6513 0.85 -0.19 -1.24 0.416
H -0.0501 -1.5005 -1.1053 -0.49 -0.44 3.14 0.265
H 0.1918 -2.3818 0.6493 0.15 1.99 -0.96 0.244
H 3.5018 -0.1750 -0.2091 -1.76 -0.68 0.29 0.266
H 2.6855 -1.8226 0.3463 0.30 1.15 -0.10 0.234
H 0.1698 0.8297 -1.5343 0.39 -0.93 1.73 0.181
H -0.3372 2.8314 -0.5080 0.59 -0.55 -0.40 0.244
H 1.0886 2.6894 0.5834 0.49 0.79 0.92 0.275
H 0.4669 0.8898 1.5850 0.24 -0.85 0.23 0.203

20
Properties=species:S:1:pos:R:3:forces:R:3:mulliken_charge:R:1 method="wB97M-V/def2-TZVPD" homo_lumo_gap_ev="8.844 / 8.054" de_lowest_ev=6.888 lumo_energy_ha="0.018 / -0.002" multiplicity=1 e_tot_ha=-311.73327 homo_energy_ev="-8.36 / -8.11"
C -2.5723 0.2659 1.4039 2.79 -1.82 -1.37 -0.740
C -2.0047 -0.0576 0.2481 2.18 0.32 -0.28 0.297
C 1.3923 -0.2854 1.5600 -2.50 2.36 -0.19 -0.614
C 1.4699 -1.6514 -0.2547 -1.11 0.68 -2.30 -0.439
C 0.4611 -0.9965 0.6312 -0.94 1.15 -0.80 -0.318
C 1.5953 -0.1850 0.1077 0.56 -0.05 -1.15 0.585
C -2.0664 0.2935 -1.2486 -1.36 0.57 1.76 -0.904
C 1.8455 1.0257 -0.8015 1.25 -1.08 -0.67 -1.256
H -3.3942 0.8623 1.4233 -2.57 1.75 -0.08 0.351
H -2.1871 -0.0305 2.3709 0.14 -0.26 -0.15 0.275
H 0.9154 0.6852 1.8025 0.40 -0.48 0.83 0.190
H 1.9084 -0.7354 2.3566 1.17 -0.82 0.62 0.311
H 2.1871 -2.2834 0.1427 1.21 -1.55 0.98 0.234
H 1.2051 -1.9624 -1.3191 0.13 0.80 1.42 0.207
H -3.0890 0.6879 -1.4144 0.44 0.45 0.05 0.367
H -1.3039 0.9454 -1.6969 -0.15 0.05 0.88 0.200
H -2.0921 -0.5498 -1.8677 0.29 -1.72 -0.59 0.305
H 2.9144 1.3944 -0.9517 -1.15 -0.76 0.80 0.280
H 1.2348 1.8890 -0.7058 -0.69 0.75 0.98 0.343
H 1.5804 0.6883 -1.7864 -0.10 -0.35 -0.75 0.326

20
Properties=species:S:1:pos:R:3:forces:R:3:mulliken_charge:R:1 method="wB97M-V/def2-TZVPD" homo_lumo_gap_ev=9.779 de_lowest_ev=4.990 lumo_energy_ha=0.033 multiplicity=1 e_tot_ha=-311.80304 homo_energy_ev=-8.87 smiles="CC1=CC1(C)C.C#C"
C -2.0931 1.7302 0.4396 0.19 0.96 -0.28 -1.486
C -0.8254 1.1717 0.1537 3.56 -1.40 -0.17 -0.015
C 0.4735 1.2099 0.2260 -0.70 1.79 0.46 -0.564
C 0.0298 -0.1254 -0.0476 -2.42 -0.21 -2.00 1.176
C 0.0089 -0.6860 -1.4950 0.89 0.53 -0.37 -1.177
C -0.2440 -1.1590 0.9624 0.52 -0.97 2.72 -1.423
H -2.7870 0.9987 0.6003 -1.87 -2.09 1.12 0.411
H -2.0410 2.4360 1.2251 -0.14 0.74 0.92 0.334
H -2.5080 2.1931 -0.4017 -0.41 1.17 -1.51 0.376
H 1.2693 1.8225 0.5718 0.64 0.32 -0.08 0.461
H -0.5463 0.0401 -2.1547 0.43 -0.83 0.59 0.296
H -0.5152 -1.7098 -1.5245 1.25 1.44 -0.25 0.319
H 1.1055 -0.6177 -1.8561 -1.71 -0.94 0.21 0.197
H 0.6524 -1.7972 1.3168 -1.43 0.11 -1.48 0.299
H -1.1855 -1.6556 0.5747 1.32 -0.27 1.07 0.408
H -0.4159 -0.6923 1.9788 -0.54 -0.13 -1.09 0.324
C 3.6817 -0.7355 -0.1300 1.18 -0.10 -1.12 -0.584
C 3.0401 -0.1515 0.6777 -1.69 0.23 1.77 -0.276
H 4.3501 -1.0606 -0.8894 -0.04 -0.25 0.00 0.398
H 2.2910 0.1624 1.4024 0.97 -0.11 -0.52 0.525

27
Properties=species:S:1:pos:R:3:forces:R:3:mulliken_charge:R:1 method="wB97M-V/def2-TZVPD" charge=+3 homo_lumo_gap_ev=4.813 de_lowest_ev=0.536 lumo_energy_ha=-0.616 multiplicity=1 e_tot_ha=-1004.53111 homo_energy_ev=-21.59
Al -0.0160 -0.2463 1.9576 -8.95 -3.84 12.86 -0.038
C -3.9960 2.4923 -1.2020 0.42 0.53 -1.45 -1.492
C -3.2426 2.2532 0.0707 -2.44 1.96 0.25 0.497
C -3.8893 1.3016 1.0411 -3.15 1.93 0.12 -0.437
O -2.8782 0.4427 1.4566 4.04 -2.25 -0.54 -0.297
C -1.8274 0.5988 0.6400 -11.89 7.50 -2.75 0.893
O -0.8396 -0.0355 0.7346 -0.58 -2.67 -6.12 0.277
O -2.0522 1.5795 -0.2321 4.27 -3.59 1.15 -0.235
H -3.3536 3.0054 -1.9177 0.53 0.09 0.13 0.393
H -4.8031 3.2246 -1.1796 -0.36 -0.43 0.72 0.426
H -4.2564 1.5899 -1.7550 -0.42 -0.20 0.47 0.384
H -3.0199 3.2041 0.5546 0.51 0.05 -0.13 0.277
H -4.7215 0.8543 0.4975 0.21 -1.08 0.43 0.357
H -4.2803 1.7444 1.9572 -0.09 0.24 -0.24 0.331
C 3.6056 -1.9736 -1.7588 -1.10 -0.23 -0.27 -1.470
C 3.1253 -2.1997 -0.3176 3.21 -2.86 -2.42 0.448
C 4.1340 -1.7143 0.6679 1.81 -3.33 -0.36 -0.484
O 3.3361 -1.0483 1.5974 -4.39 4.13 1.11 -0.247
C 2.1108 -0.7932 1.0369 8.82 -3.17 -2.62 0.918
O 1.2618 0.0428 1.4242 14.17 2.80 -2.80 0.485
O 1.9946 -1.4312 -0.0730 -3.65 2.64 1.55 -0.235
H 2.7876 -2.2541 -2.4223 -0.06 0.27 -0.18 0.389
H 4.4232 -2.6004 -2.1149 0.19 -0.21 0.73 0.438
H 3.8982 -0.9366 -1.9237 -0.12 0.06 0.07 0.427
H 2.8617 -3.2390 -0.1219 -0.28 -0.03 -0.25 0.284
H 5.0175 -1.3611 0.1361 -0.29 2.15 0.55 0.346
H 4.6196 -2.5002 1.2463 -0.41 -0.44 0.00 0.362

50
Properties=species:S:1:pos:R:3:forces:R:3:mulliken_charge:R:1 method="wB97M-V/def2-TZVPD" charge=-1 homo_lumo_gap_ev=8.552 de_lowest_ev=0.000 lumo_energy_ha=-0.011 multiplicity=1 e_tot_ha=-5827.01729 homo_energy_ev=-8.86
Hg -0.4636 -3.6013 -0.0824 0.50 -0.39 -0.75 1.842
B -1.8316 -5.0488 -2.2356 -1.48 -1.17 -0.88 0.400
F -3.0128 -5.5657 -1.6823 0.45 0.07 0.02 -0.384
F -0.7269 -5.4249 -1.3919 0.43 0.42 1.17 -0.437
F -1.5820 -5.5818 -3.4806 -0.10 0.65 0.28 -0.331
F -1.9300 -3.6416 -2.1509 0.52 0.28 0.03 -0.278
B 2.0998 -3.8792 -1.7202 1.03 -0.62 -0.01 0.598
F 1.1223 -2.8080 -1.5728 -0.08 0.08 -0.74 -0.448
F 3.3836 -3.3575 -1.6112 -0.41 0.05 -0.02 -0.348
F 1.7899 -4.7080 -0.5960 -0.30 0.06 0.57 -0.440
F 1.9760 -4.6316 -2.8624 -0.41 0.53 -0.01 -0.330
C 2.1398 -0.6771 0.9132 1.19 -1.35 -0.84 0.698
F 2.6587 -1.6771 0.1673 -0.93 0.57 0.43 -0.190
F 3.0602 -0.4809 1.8552 -0.75 0.77 0.29 -0.224
F 2.0165 0.3719 0.1107 -0.26 0.15 0.60 -0.171
S 0.5379 -1.3084 1.7148 2.45 -2.59 2.70 1.172
O 0.9282 -2.6777 2.0585 -0.49 0.37 -1.24 -0.798
O 0.2314 -0.5331 2.8904 -0.24 0.35 -1.62 -0.518
N -0.5539 -1.4759 0.5072 1.78 1.11 1.21 -0.485
S -1.3653 -0.0924 0.6113 -5.48 1.92 -0.72 0.800
O -2.5173 -0.2919 1.4746 1.06 0.09 -0.46 -0.736
O -0.6357 1.1407 0.7833 0.51 -1.23 -0.56 -0.319
C -2.2199 -0.0604 -1.0977 0.19 0.04 1.64 0.547
F -3.1553 0.8798 -1.0780 0.43 0.59 -0.17 -0.184
F -1.3245 0.1554 -2.0344 0.02 0.06 -0.61 -0.207
F -2.8642 -1.1936 -1.2614 0.31 -0.81 -0.35 -0.212
Cl -1.0927 3.5062 3.6267 -0.07 -0.33 0.14 -0.212
C -2.3746 2.2493 3.7695 -0.13 -0.24 -1.14 0.359
C -2.1880 1.4626 5.0279 -0.45 0.15 1.25 -0.562
Cl -3.3063 0.0689 5.2354 -0.12 -0.02 -0.53 -0.218
H -2.3283 1.5800 2.9111 0.35 0.15 -0.05 -0.406
H -3.3089 2.7939 3.6584 -0.12 -0.12 0.53 0.418
H -2.4644 2.0616 5.8939 0.53 0.20 -0.01 0.375
H -1.1922 1.0458 5.1364 0.08 0.20 -0.18 0.280
Cl 6.1934 1.3421 -0.9016 0.57 0.25 0.31 -0.209
C 4.9160 0.3423 -1.6029 -0.72 0.87 -0.12 0.083
C 3.8802 1.2458 -2.2777 0.30 -1.35 -0.50 -0.351
Cl 4.5877 2.1305 -3.6863 -0.34 0.11 0.71 -0.219
H 4.3929 -0.0978 -0.7608 0.20 -0.54 -0.14 -0.260
H 5.3895 -0.3727 -2.2656 -0.23 -0.13 0.02 0.373
H 3.3823 1.8242 -1.5045 0.29 0.78 -0.41 0.328
H 3.1217 0.6058 -2.7282 -0.02 -0.05 0.07 0.215
Cl -3.1830 3.5180 0.5876 0.00 0.16 0.02 -0.141
C -2.6516 4.4540 -0.8524 0.08 -0.71 0.04 -0.549
C -1.1675 4.2003 -1.0763 -0.36 0.37 0.19 -0.070
Cl -0.6905 4.8998 -2.6598 -0.02 -0.09 0.13 -0.223
H -2.9409 5.4806 -0.6583 0.23 0.09 -0.24 0.359
H -3.1853 4.0261 -1.6973 -0.20 0.26 0.01 0.324
H -0.9950 3.1281 -1.0902 0.18 0.04 -0.08 -0.036
H -0.5559 4.6736 -0.3140 0.04 -0.09 0.01 0.326